[1]
{
  "formula": "C5H10NO",
  "method": "ωB97M-V/def2-TZVPD",
  "smiles": "C=CC[C@H](N)C[O-]",
  "homo_lumo_gap_ha": 0.23536,
  "mol_weight_g_mol": 100.1,
  "lumo_energy_ev": 4.08,
  "max_force_ev_per_a": 3.9,
  "charge": -1,
  "relative_energy_kcal_mol": 61.0,
  "elements": ["C", "O", "C", "C", "C", "C", "N", "H", "H", "H", "H", "H", "H", "H", "H", "H", "H"],
  "positions_angstrom": [[-1.2188, -0.5460, 0.4667], [-1.7219, -1.4271, 1.3868], [0.3069, -0.4668, 0.7029], [0.9150, 0.9474, 0.2376], [0.6241, 1.1677, -1.2470], [-0.1111, 2.1780, -1.8182], [1.0502, -1.5943, 0.1660], [-1.4164, -0.9209, -0.6148], [-1.6773, 0.5615, 0.5519], [0.7313, -0.4671, 1.8907], [2.1042, 0.9207, 0.1950], [0.6063, 1.5973, 1.0819], [0.8502, 0.3104, -1.9007], [0.1216, 3.2477, -1.5542], [-0.4104, 1.8795, -2.9416], [0.5292, -2.4179, 0.1775], [1.8890, -1.8163, 0.8066]]
}


[2]
{
  "formula": "C5H10NO",
  "method": "ωB97M-V/def2-TZVPD",
  "s2": 0.7530,
  "homo_lumo_gap_ha": [0.17573, 0.31072],
  "mol_weight_g_mol": 100.1,
  "lumo_energy_ev": [0.54, 0.47],
  "max_force_ev_per_a": 1.9,
  "charge": 0,
  "relative_energy_kcal_mol": 48.8,
  "spin_multiplicity": 2,
  "elements": ["O", "C", "C", "C", "C", "C", "N", "H", "H", "H", "H", "H", "H", "H", "H", "H", "H"],
  "positions_angstrom": [[-1.1454, -1.0197, -1.1377], [-1.3617, -1.1541, 0.0613], [-0.2140, -1.1956, 1.0504], [0.3213, 0.2078, 1.3815], [-0.1253, 1.3199, 0.4534], [0.0224, 1.3498, -0.9229], [0.9499, 0.4017, -1.5420], [-2.3685, -1.4343, 0.3948], [0.5500, -1.5866, 0.3697], [-0.3895, -1.8597, 1.8907], [1.4157, 0.1116, 1.4199], [-0.0041, 0.4289, 2.3987], [-0.3919, 2.2213, 0.9989], [-0.6909, 1.7682, -1.6107], [0.5859, -0.5769, -1.4236], [0.9363, 0.5090, -2.5555], [1.9098, 0.5086, -1.2268]]
}


[3]
{
  "formula": "C5H10NO",
  "method": "ωB97M-V/def2-TZVPD",
  "homo_lumo_gap_ha": [0.16106, 0.16110],
  "mol_weight_g_mol": 100.1,
  "lumo_energy_ev": [-6.91, -6.91],
  "max_force_ev_per_a": 4.8,
  "charge": 1,
  "relative_energy_kcal_mol": 153.7,
  "elements": ["C", "C", "C", "C", "C", "N", "O", "H", "H", "H", "H", "H", "H", "H", "H", "H", "H"],
  "positions_angstrom": [[-2.4438, -0.7555, 0.8356], [-1.9574, -1.8647, 0.7674], [1.3680, -1.1732, -0.8075], [3.4806, -0.1120, -0.3224], [-2.9305, 1.1809, -0.4965], [-2.7083, 0.4828, 0.7536], [2.0041, -0.2213, -0.1778], [-1.5285, -2.8839, 0.7817], [4.1325, -0.9046, -0.0248], [1.8592, -2.1156, -0.8054], [0.3317, -0.9648, -0.9832], [3.9304, 0.7453, 0.1304], [3.7291, -0.0716, -1.3198], [-2.5885, 0.5383, -1.3397], [-3.9584, 1.3638, -0.6350], [-2.2044, 1.9823, -0.5367], [-2.8743, 1.0926, 1.5533]]
}


[4]
{
  "formula": "C5H10NO",
  "method": "ωB97M-V/def2-TZVPD",
  "homo_lumo_gap_ha": [0.27943, 0.27941],
  "mol_weight_g_mol": 100.1,
  "lumo_energy_ev": [-5.09, -5.09],
  "max_force_ev_per_a": 1.6,
  "charge": 1,
  "relative_energy_kcal_mol": 110.7,
  "elements": ["C", "C", "C", "C", "C", "N", "O", "H", "H", "H", "H", "H", "H", "H", "H", "H", "H"],
  "positions_angstrom": [[0.2761, -1.6354, 0.1236], [-0.2159, -0.7677, -0.6111], [-1.7182, 1.3143, -0.5130], [-0.6496, 3.3323, -1.0398], [1.9740, -2.7253, 1.4995], [0.6243, -2.4418, 1.0703], [-1.0994, 2.3511, -0.1202], [-0.3592, -0.6015, -1.6447], [-1.3178, 3.4089, -1.9000], [-1.9841, 1.1673, -1.5547], [-2.1727, 0.7073, 0.2563], [0.3647, 3.0971, -1.3694], [-0.6165, 4.2779, -0.4980], [2.6910, -2.1530, 0.9167], [2.0931, -2.4864, 2.5586], [2.1945, -3.7874, 1.3736], [-0.0842, -3.0579, 1.4524]]
}